Molecular formula: CH6O2Si2
Method: DFT, ωB97M-V/def2-TZVPD

```
11
Properties=species:S:1:pos:R:3:forces:R:3
C 1.099545 2.079829 -0.457089 -1.9516 3.7764 0.1027
H -2.237202 -0.390234 1.252951 0.5965 0.4409 1.4157
H -2.743162 -2.316317 0.528604 0.1975 -2.2809 1.0394
O 1.987947 2.643202 0.087589 1.6588 -0.7172 0.4869
H 2.417317 -1.327508 -0.004687 -1.4438 0.7856 -0.8948
H 0.280688 2.725072 -0.862381 0.2997 -0.4703 -0.4138
Si 0.954364 -0.752987 -0.202751 1.3852 -0.9296 2.6892
H -0.050578 -1.314086 -1.011590 -0.4192 -0.8041 -1.5899
H 0.332793 -1.199236 1.101269 0.3618 0.6824 -0.1216
Si -2.788749 -0.997851 0.081802 -0.7506 1.8487 -2.4667
O 0.747035 0.850114 -0.513712 0.0657 -2.3320 -0.2473
```
Positions in Å, forces in eV/Å.

As for the energy above the lowest of the compared OMol25 structures with the same formula, charge and spin: 5.2910 eV. Its LUMO energy is -1.1 eV. For the largest force on an atom, the calculation gives 4.25 eV Å⁻¹. Its HOMO energy is -8.7 eV.

***

Molecular formula: CH6OS
Method: DFT, ωB97M-V/def2-TZVPD

```
9
Properties=species:S:1:pos:R:3:forces:R:3
H 3.318039 -4.955569 -2.574635 0.0299 0.1284 0.1157
H 3.050089 -6.055044 -3.585771 -0.3262 0.2191 0.4332
H -2.593335 2.281173 2.048943 0.2161 0.2095 0.2966
H -2.420287 2.424266 0.397048 0.7725 0.1969 -0.4670
C -2.007977 2.840431 1.312970 -1.0059 -0.0397 1.7700
O 2.642964 -5.586270 -2.835438 0.2955 -0.3478 -0.5490
H 0.558947 2.769207 2.404832 -1.1767 0.8411 0.8309
H -2.286308 3.885076 1.414762 0.3246 0.1230 -0.1896
S -0.262132 2.396731 1.417290 0.8701 -1.3306 -2.2409
```
Positions in Å, forces in eV/Å.

As for the energy above the lowest of the compared OMol25 structures with the same formula, charge and spin: 0.7381 eV. As for the structure (SMILES): CS.O. Its LUMO energy is 1.0 eV. For the largest force on an atom, the calculation gives 2.75 eV Å⁻¹. Its HOMO energy is -9.0 eV.

***

Molecular formula: CH6OS2
Method: DFT, ωB97M-V/def2-TZVPD

```
10
Properties=species:S:1:pos:R:3:forces:R:3
O 1.860072 -2.149251 -0.588075 0.3066 0.3260 0.2765
S -0.560259 0.924645 0.869307 -0.8069 0.9258 -1.6209
H 1.019077 -1.756169 -0.337913 0.0090 0.0059 0.0460
H 3.421907 -3.095579 0.333995 0.4930 0.1725 -0.2685
C 2.388604 -2.864402 0.523183 -0.5669 -0.9479 -0.6929
S -1.653167 1.605898 -0.933370 1.0948 -0.8199 1.3284
H 2.335485 -2.368446 1.479970 -0.2483 0.4098 0.2494
H 0.397133 1.875045 0.772988 -0.1480 -0.2901 0.0538
H 1.883265 -3.837824 0.564670 -0.0113 0.0891 0.4007
H -2.385874 2.546375 -0.340498 -0.1220 0.1288 0.2275
```
Positions in Å, forces in eV/Å.

As for the energy above the lowest of the compared OMol25 structures with the same formula, charge and spin: 0.7961 eV. As for the structure (SMILES): CO.SS. Its LUMO energy is -0.4 eV. For the largest force on an atom, the calculation gives 2.03 eV Å⁻¹. Its HOMO energy is -9.9 eV.

***

Molecular formula: CH6P
Method: DFT, ωB97M-V/def2-TZVPD

```
8
Properties=species:S:1:pos:R:3:forces:R:3
H 1.213836 -0.512254 -0.976010 -0.1448 -0.0394 0.1729
C 0.961274 -0.076430 -0.002438 -0.2078 -0.0842 -0.3650
P -0.875148 0.060411 0.068198 0.8173 0.1565 -0.4223
H -1.467644 -0.775319 -0.906183 0.1432 0.2178 0.3955
H -1.219555 1.385060 -0.298572 -0.1072 -0.5045 0.3126
H -1.439537 -0.281360 1.314956 0.1447 0.2300 -0.3197
H 1.385150 -0.705256 0.781755 -0.2959 0.0247 0.0064
H 1.441623 0.905150 0.018295 -0.3495 -0.0010 0.2196
```
Positions in Å, forces in eV/Å.

Its LUMO energy is -4.0 eV. As for the total charge: +1. For the largest force on an atom, the calculation gives 0.93 eV Å⁻¹. Its HOMO energy is -19.1 eV.

***

Molecular formula: CH6P4
Method: DFT, ωB97M-V/def2-TZVPD

```
11
Properties=species:S:1:pos:R:3:forces:R:3
H 2.213776 -0.544579 2.093439 1.2259 0.8217 -1.3773
H -3.332882 0.678652 -0.703497 -1.3399 0.0513 0.5469
P 1.898543 -1.408723 -0.257916 -0.8059 -0.9442 -0.6531
C -2.559984 0.043371 -1.036557 0.4026 2.4223 0.2591
H -1.790510 0.740256 -1.336777 0.7092 -1.0630 -0.5372
P 3.049510 0.016260 0.905037 -1.5744 -0.1502 1.0356
H 0.007634 1.758777 1.873383 -0.4137 -0.9119 -0.5165
H -2.661324 -0.992844 -0.979022 0.4227 -1.2857 -0.1597
H 2.364654 -1.342138 -1.609791 0.4242 0.2254 0.4344
P -0.321025 0.423566 1.310206 -0.0275 0.7105 0.7722
P 1.131608 0.627402 -0.258505 0.9768 0.1239 0.1956
```
Positions in Å, forces in eV/Å.

As for the energy above the lowest of the compared OMol25 structures with the same formula, charge and spin: 3.2848 eV. Its LUMO energy (spin up / spin down) is -1.4 / 0.0 eV. For the largest force on an atom, the calculation gives 2.47 eV Å⁻¹. Its HOMO energy (spin up / spin down) is -8.7 / -8.2 eV.

***

Molecular formula: CH6S3
Method: DFT, ωB97M-V/def2-TZVPD

```
10
Properties=species:S:1:pos:R:3:forces:R:3
H 0.448714 1.539036 0.599942 0.0962 -0.6141 0.0804
H -1.078852 1.472475 -0.182015 -0.4206 0.0772 -0.1218
H -2.860235 -2.835507 3.311272 -0.2080 -0.0619 -0.0205
H -1.372677 -2.548603 4.468238 0.0562 0.0028 0.1208
S -1.606445 -2.413346 3.160940 0.1547 0.0609 -0.1039
C -0.236690 0.846923 0.086980 -0.0383 0.1951 -0.3836
H -0.608508 0.009999 0.681091 0.2344 0.3051 0.3430
S 0.490716 0.134360 -1.420242 -0.9992 -2.0048 0.8674
S 1.541940 1.958164 -2.187977 1.1043 2.0408 -0.8260
H 0.530340 2.345477 -2.975388 0.0202 -0.0010 0.0443
```
Positions in Å, forces in eV/Å.

As for the energy above the lowest of the compared OMol25 structures with the same formula, charge and spin: 0.4773 eV. As for the spin multiplicity: 2. The expectation value of S² is 0.754. Its LUMO energy (spin up / spin down) is 2.6 / 2.6 eV. As for the total charge: -1. For the largest force on an atom, the calculation gives 2.46 eV Å⁻¹. Its HOMO energy (spin up / spin down) is 0.0 / -3.5 eV.

***

> Which formula does entry 5 have?

CH6P4